C4H9N3 | ωB97M-V with the def2-TZVPD basis set

Relative energy (zero: lowest compared OMol25 entry of this formula, charge and spin), kcal/mol: 110.5
F_max, eV/Å: 5.9
LUMO energy, eV: 0.7805
2S+1: 1
HOMO, eV: -8.588

Each line ends with the Löwdin charge.
CARTESIAN COORDINATES (ANGSTROEM)
N1 -1.503 -1.359 -0.025  0.070
N2 -0.324 -0.591 0.350  -0.133
N3 0.943 1.180 -0.143  0.041
C1 -0.255 0.651 -0.106  -0.544
C2 1.927 0.190 0.114  -0.201
C3 1.013 -1.108 -0.053  -0.121
C4 -1.321 1.706 0.035  -0.086
H1 -1.270 2.024 1.391  0.169
H2 2.752 0.239 -0.527  0.078
H3 1.158 -2.026 0.514  0.096
H4 -0.712 2.582 -0.597  0.112
H5 1.096 -1.419 -1.180  0.133
H6 -1.625 -1.414 -1.081  0.123
H7 -1.802 -2.062 0.542  0.030
H8 2.454 0.178 1.055  0.101
H9 -2.530 1.228 -0.290  0.133

Atomic forces in eV per Å
1.801 4.083 -3.896
-0.704 -3.970 -0.883
-1.208 0.520 -0.723
1.230 4.911 1.837
-1.812 -2.888 0.490
0.999 -1.097 -1.296
-1.233 0.573 0.985
-0.499 -0.962 -4.496
0.939 -0.092 -1.683
0.662 0.190 0.183
-2.717 -1.833 1.713
-0.725 0.580 1.702
0.261 -0.456 2.225
-0.368 -2.176 1.741
-0.563 0.537 1.139
3.936 2.081 0.963